C72H170B5F20N9O4 | ωB97M-V/def2-TZVPD

CARTESIAN COORDINATES (ANGSTROEM)
F -3.67 8.91 0.83
F 1.73 -9.07 10.33
F -1.43 8.98 0.33
F 5.68 3.31 7.48
F -7.61 -0.32 4.02
F -3.72 1.02 -8.40
F -5.72 1.79 -9.44
F 6.70 3.11 5.54
F -6.66 -2.35 3.37
F -5.68 0.52 -7.43
F 3.89 -9.24 9.65
F -2.55 10.85 0.19
F -4.93 2.60 -7.52
F 5.62 5.07 6.06
F 2.23 -10.48 8.61
F 4.32 3.37 5.52
F 2.35 -8.19 8.40
F -8.72 -1.62 2.53
F -2.93 9.15 -1.28
F -8.55 -2.40 4.53
O 6.82 -10.98 2.57
O -7.49 -9.20 10.83
O 6.97 6.59 -4.51
O 0.10 -1.05 2.72
N -5.57 -8.11 8.69
N -9.25 8.77 -4.45
N -7.27 2.89 9.92
N -0.67 1.09 0.73
N 15.82 4.02 -2.42
N 6.30 9.64 -3.74
N -6.28 -8.66 -3.35
N -1.06 5.21 -13.08
N 9.07 -13.00 3.22
C -5.16 -8.03 7.16
C 7.46 7.75 -5.19
C -0.33 6.27 -13.83
C -5.32 -9.19 -2.35
C 6.98 5.44 -5.37
C 4.05 10.70 -4.54
C 6.61 -11.95 3.55
C 9.63 -11.70 2.56
C -4.64 3.09 9.61
C -7.91 -9.15 12.25
C -3.63 -7.84 6.81
C -0.34 3.86 -12.92
C 0.83 1.61 0.51
C -7.88 9.57 -6.33
C 17.18 3.66 -1.73
C -1.63 1.80 -0.35
C -4.73 -7.10 9.47
C 7.47 -13.15 3.16
C -7.31 -6.53 -4.06
C -7.39 4.01 8.88
C -2.32 4.85 -13.94
C -0.53 3.17 -14.19
C -9.55 2.45 10.59
C -7.47 3.43 11.40
C -1.12 1.62 2.05
C 12.42 2.61 -1.36
C 9.30 -14.44 5.45
C -9.15 8.49 -2.92
C 5.65 8.84 -2.56
C 1.21 -1.48 3.50
C 15.96 5.49 -2.73
C -7.07 -7.85 8.91
C 5.28 9.87 -4.89
C -10.74 9.13 -4.85
C -8.87 3.02 11.82
C -8.17 9.89 -4.87
C 13.26 3.86 -1.63
C 0.00 -1.36 1.36
C -8.77 7.52 -5.19
C -0.93 -0.44 0.52
C -0.29 5.76 -10.61
C 9.56 -14.26 2.52
C 15.45 3.12 -3.67
C -8.39 1.88 9.77
C -3.15 1.89 -0.15
C 1.46 1.27 -0.89
C -0.78 6.39 -9.29
C -5.95 -11.55 -6.13
C 6.75 11.09 -3.28
C 17.79 4.99 -1.15
C 9.77 -10.37 3.41
C -7.83 -8.67 -3.00
C 16.86 6.10 -1.57
C -1.42 5.79 -11.66
C -7.61 -7.91 10.29
C -5.87 2.15 9.82
C -6.12 -9.30 -4.71
C -9.78 6.82 -0.94
C -3.42 2.12 9.42
C -8.30 8.07 -6.56
C -8.48 -7.34 -3.60
C 7.60 8.98 -4.29
C 14.74 3.69 -1.31
C -9.99 7.21 -2.42
C 9.58 -13.06 4.70
C 5.77 -10.05 2.34
C -5.16 -9.56 9.16
C -6.02 -7.11 -3.48
C 6.71 8.38 -1.48
C -1.76 3.81 -14.95
C -4.83 -5.58 9.05
C -6.01 -10.97 -4.69
B 2.57 -9.27 9.24
B 5.53 3.71 6.18
B -7.80 -1.65 3.60
B -2.66 9.45 0.03
B -5.03 1.49 -8.24
H -2.17 1.36 2.19
H 0.06 4.73 -10.53
H 10.66 -12.95 4.69
H 7.18 -13.33 2.13
H 9.43 -14.07 1.45
H -5.60 1.61 10.73
H -2.96 4.33 -13.23
H 0.56 6.41 -13.22
H -5.68 -10.35 8.64
H -7.38 7.55 -6.82
H -5.01 -11.30 -6.62
H -5.49 -8.68 -1.39
H -0.81 -0.67 -0.54
H 6.07 -9.36 1.56
H -1.46 1.25 -1.28
H -7.21 -6.78 8.73
H 16.41 3.02 -4.17
H -8.81 2.31 12.64
H 1.48 1.18 1.28
H -2.28 5.18 -11.39
H -5.25 -11.40 -4.03
H -3.56 0.96 0.25
H 0.73 3.98 -12.74
H -1.30 2.81 -0.60
H -6.96 -8.95 -5.32
H -5.73 -7.22 6.70
H -8.66 10.80 -4.53
H -2.48 3.16 -15.43
H 9.01 -11.54 1.68
H -8.73 6.98 -0.72
H -6.70 2.94 12.00
H -3.31 2.63 0.62
H -11.04 9.81 -4.05
H 6.17 5.54 -6.09
H -1.51 4.50 -15.76
H -5.49 -10.25 -2.14
H -7.35 -7.09 10.96
H 12.64 1.63 -1.79
H -9.00 -6.78 -2.82
H 17.13 2.83 -1.03
H -7.29 9.89 -4.22
H -7.33 -8.53 12.93
H 9.67 -9.55 2.70
H -10.30 3.05 10.08
H 3.46 10.49 -3.65
H 3.37 10.75 -5.39
H 17.34 6.95 -2.05
H 5.07 8.90 -5.34
H -9.40 3.93 12.10
H -1.86 6.77 -11.80
H 5.60 -9.41 3.21
H -5.84 -5.16 9.08
H -8.45 4.26 8.85
H 16.36 6.45 -0.67
H -7.19 3.66 7.87
H 6.95 11.79 -4.09
H -6.02 1.45 8.99
H -9.60 6.82 -5.25
H -6.74 -11.22 -6.81
H -5.29 -8.76 -5.17
H -10.25 1.65 10.83
H -10.16 5.85 -0.63
H -0.45 -2.35 1.42
H 17.84 4.82 -0.07
H 1.12 0.29 -1.23
H -7.65 -8.35 8.15
H -4.40 3.78 10.42
H 5.14 7.92 -2.85
H -9.08 -7.54 -4.49
H 8.91 -10.18 4.04
H -0.05 6.43 -8.48
H 8.24 -14.69 5.43
H -9.42 9.41 -2.41
H 7.58 11.05 -2.59
H 14.96 2.65 -1.05
H 15.08 2.10 -3.54
H 5.91 11.55 -2.75
H -8.09 8.35 -2.69
H 9.20 -15.24 2.81
H 9.24 -12.22 5.30
H 4.92 9.54 -2.15
H -5.84 -12.63 -6.22
H 8.26 8.84 -3.43
H -6.87 9.68 -6.72
H -8.51 10.14 -7.02
H 12.88 4.68 -1.02
H 7.28 -14.03 3.78
H 0.37 3.23 -14.80
H -4.09 -9.71 8.98
H 7.45 9.14 -1.24
H 5.63 -12.42 3.44
H -8.10 0.89 10.13
H -11.36 8.24 -4.78
H 6.28 8.16 -0.50
H 0.03 5.85 -14.77
H -8.70 -7.89 10.19
H -3.66 1.29 8.75
H 17.71 3.27 -2.59
H 6.94 8.01 -6.11
H -0.90 2.69 2.02
H -0.97 7.13 -14.01
H -3.70 -7.46 9.48
H -5.27 -9.58 10.25
H 2.12 -0.94 3.25
H -7.44 -5.46 -3.92
H 7.32 7.60 -1.93
H -4.05 -5.03 9.58
H -3.08 -8.63 7.33
H -8.24 -9.67 -3.02
H 18.84 5.16 -1.37
H -4.83 3.75 8.77
H -1.06 7.41 -9.53
H -5.91 -6.82 -2.44
H 14.92 5.74 -2.91
H 0.93 -1.51 0.82
H -1.58 5.78 -8.88
H -7.84 -10.18 12.61
H -4.67 -5.49 7.97
H -11.05 7.18 -2.68
H -3.32 -6.86 7.17
H 8.16 9.70 -4.88
H 10.77 -10.38 3.84
H -3.41 -8.21 5.80
H 9.56 -14.37 6.51
H -5.10 -7.08 -4.07
H 1.26 1.97 -1.71
H -9.07 7.97 -7.33
H -7.33 -6.56 -5.15
H -7.87 -8.50 -1.92
H 16.37 5.61 -3.74
H -10.29 7.58 -0.34
H 14.82 3.67 -4.37
H 6.66 -11.62 4.59
H 10.64 -11.91 2.22
H -6.81 4.92 9.05
H 4.35 11.73 -4.33
H 0.91 -1.30 4.53
H -5.07 -7.18 10.51
H 2.55 1.20 -0.84
H -0.49 1.16 2.82
H 11.37 2.88 -1.32
H -8.72 1.89 8.73
H 10.63 -14.39 2.66
H 1.51 -2.52 3.37
H 14.94 4.28 -0.43
H -2.01 -0.46 0.68
H -0.76 2.11 -14.11
H -3.73 2.11 -1.05
H -2.79 5.72 -14.39
H -8.98 -8.96 12.32
H -5.43 -9.01 6.77
H -7.35 4.51 11.35
H 5.76 10.52 -5.63
H 13.09 4.27 -2.63
H -2.96 1.77 10.34
H 12.39 2.43 -0.28
H 4.77 -10.45 2.20
H -6.99 -11.21 -4.28
H 9.77 -15.35 5.06
H 7.96 5.14 -5.74
H -0.85 3.34 -12.11
H 0.89 2.69 0.66
H 0.58 6.33 -10.96
H -10.70 9.52 -5.87
H -8.00 7.02 -4.61
H 8.46 7.50 -5.56
H -4.33 -8.92 -2.72
H 6.81 4.63 -4.66
H -9.65 6.37 -3.03
H -2.59 2.64 8.93

Output
**Spin multiplicity**: 1
**M**: 1660.23 Da
**Total charge**: +4
**LUMO**: -4.9096 eV
**F_max**: 3.88 eV Å⁻¹